1.
DFT (ωB97M-V/def2-TZVPD) results for a 11-piece molecular cluster, C19H60N10O11 overall in a non-equilibrium geometry.

XYZ file:
```
100
C19H60N10O11 (ωB97M-V/def2-TZVPD)
N -1.91644 0.25617 -0.78147
C -1.29816 -0.34934 0.26301
N -0.09165 -0.84723 -0.11551
O -1.71897 -0.41310 1.43336
H -1.60631 0.23633 -1.73573
H -2.89867 0.51491 -0.68391
H 0.43578 -1.29041 0.61890
H 0.16425 -0.66844 -1.06649
N 2.43519 -4.10622 -0.37408
C 3.67786 -4.60781 -0.21774
N 4.20214 -5.23740 -1.30177
O 4.28643 -4.55187 0.86012
H 2.11082 -3.47073 0.34183
H 1.83037 -4.26926 -1.15588
H 5.11738 -5.63093 -1.18421
H 3.62287 -5.39366 -2.10316
N 4.95013 0.46361 1.28787
C 3.67230 0.04345 1.28758
N 3.52650 -1.29508 1.53100
O 2.70598 0.79556 1.14126
H 5.28004 1.38384 1.06441
H 5.68384 -0.20071 1.45035
H 2.62498 -1.72352 1.69963
H 4.28659 -1.94222 1.41322
N -6.50662 1.04989 0.79427
C -5.22630 0.64312 0.51090
N -4.49764 0.24767 1.57159
O -4.84143 0.68240 -0.66708
H -7.02860 1.40662 0.01847
H -6.85703 0.90238 1.71978
H -3.54721 -0.09247 1.41424
H -4.92535 0.23363 2.47572
N 3.53974 -1.44345 -1.75684
C 3.74369 -1.61227 -3.07678
N 4.91256 -2.21096 -3.42586
O 2.86859 -1.25600 -3.88457
H 4.22596 -1.74012 -1.08702
H 2.76182 -0.88967 -1.43649
H 5.03008 -2.32808 -4.41712
H 5.53643 -2.60254 -2.75134
C -0.41189 3.01536 0.98615
C 0.59317 4.09755 1.41486
C 0.40790 4.47439 2.88489
O 1.90866 3.57186 1.24565
H -1.36164 3.25511 1.47647
H -0.14428 2.01028 1.31403
H -0.56313 3.05259 -0.09278
H 0.43206 4.96635 0.77749
H 0.92118 5.42480 3.05962
H 0.75658 3.75707 3.62549
H -0.63685 4.70630 3.11776
H 1.91937 2.62854 1.45400
C 2.21937 1.90261 -2.10148
C 1.02127 1.50047 -2.98157
C 1.17964 1.75916 -4.45642
O 0.74746 0.10449 -2.78484
H 2.12032 1.52419 -1.08263
H 2.26637 2.99024 -2.00192
H 3.17460 1.57830 -2.52134
H 0.13173 2.01349 -2.60678
H 2.10133 1.40017 -4.91786
H 1.22926 2.84925 -4.58268
H 0.34391 1.43742 -5.07725
H 1.38576 -0.41955 -3.31130
C -3.11188 3.17025 -2.99831
C -3.33744 4.20548 -1.90136
O -2.22707 5.06353 -1.70386
H -3.94909 2.48204 -3.12244
H -2.23395 2.57110 -2.75098
H -3.02168 3.64078 -3.97825
H -3.73374 3.74643 -0.99125
H -4.16633 4.82622 -2.27791
H -2.35735 5.40036 -0.81246
C -1.90689 -2.59386 -3.77296
C -1.53663 -3.30605 -2.48425
O -2.55829 -3.24528 -1.50304
H -1.28700 -2.99593 -4.57646
H -1.71302 -1.52700 -3.65961
H -2.95038 -2.72355 -4.06292
H -0.64100 -2.84134 -2.06846
H -1.27565 -4.34888 -2.70182
H -3.44240 -3.27765 -1.87426
C 0.72259 -3.76061 4.04085
C 0.87569 -2.47638 3.24622
O 1.13878 -2.73674 1.84661
H 0.68268 -3.56443 5.11164
H 1.52302 -4.45407 3.78558
H -0.22644 -4.26470 3.83026
H 1.73025 -1.92576 3.64953
H 0.06860 -1.74178 3.32093
H 0.38019 -3.30654 1.64182
C -2.91444 1.14578 5.84872
C -2.33601 0.99210 4.45065
O -2.29536 -0.40652 4.14115
H -3.35248 2.13690 6.00637
H -2.22726 0.99773 6.67926
H -3.77918 0.48760 5.95019
H -1.33893 1.42637 4.32800
H -2.98685 1.40855 3.67452
H -2.22920 -0.49071 3.17627
```

Computed properties:
E_LUMO = 0.20 eV
SMILES = NC(N)=O.NC(N)=O.NC(N)=O.NC(N)=O.NC(N)=O.CC(C)O.CC(C)O.CCO.CCO.CCO.CCO
multiplicity = 1
strongest force on any atom = 0.0449 Eh/bohr
energy above the lowest of the compared OMol25 structures with the same formula, charge and spin = 0.0 kJ/mol

2.
DFT (ωB97M-V/def2-TZVPD) results for a 9-piece molecular cluster, C19H60N10O9 overall in a non-equilibrium geometry.

XYZ file:
```
98
C19H60N10O9 (ωB97M-V/def2-TZVPD)
C 12.81758 22.17633 13.43261
O 14.12210 21.88635 13.87637
C 14.95345 21.29620 12.87260
C 16.30182 21.07297 13.43946
C 17.32499 20.96423 12.32256
N 16.40474 19.80364 14.20494
H 12.30772 21.32759 12.96516
H 12.86252 22.98448 12.69011
H 12.26074 22.49801 14.31056
H 14.43998 20.42177 12.46175
H 14.99140 22.07788 12.10008
H 16.55277 21.93948 14.06005
H 17.41377 21.92616 11.81308
H 17.03958 20.17484 11.62837
H 18.31936 20.73913 12.69834
H 15.88422 19.94096 15.08132
H 17.32837 19.84598 14.64953
C 20.83115 20.15070 12.40550
O 21.75702 19.10156 12.21006
C 21.17983 17.84789 11.88451
C 20.27454 17.30599 12.98546
C 20.93835 17.42103 14.34593
N 20.03906 15.87514 12.73934
H 21.34536 21.10499 12.51212
H 20.22232 19.95301 13.28628
H 20.23594 20.30396 11.49791
H 20.68188 17.96177 10.91309
H 22.03369 17.17554 11.78490
H 19.35799 17.91063 13.01036
H 21.90098 16.90632 14.38194
H 20.34502 17.09110 15.20226
H 21.19164 18.44707 14.62996
H 19.58405 15.72766 11.84064
H 19.33487 15.57464 13.40955
C 23.11472 29.66220 13.34539
O 21.93694 29.25751 14.04586
C 21.67375 27.89000 13.94449
C 20.64716 27.59367 12.85192
C 19.34796 28.42313 13.04420
N 20.26709 26.18817 12.70984
H 23.23316 30.72724 13.49106
H 22.92237 29.42018 12.28900
H 23.97529 29.01838 13.54921
H 22.57970 27.33587 13.64836
H 21.43310 27.42603 14.90701
H 21.05403 27.90542 11.88310
H 18.50679 27.98415 12.51666
H 19.55999 29.43864 12.70500
H 19.12501 28.57763 14.10276
H 19.63844 26.08252 11.92078
H 20.97508 25.52710 12.39075
C 13.96531 24.57317 16.21317
O 14.80419 25.71323 15.98110
C 15.77173 25.53199 14.96350
C 15.32517 25.04500 13.55677
C 16.59301 24.94973 12.71687
N 14.29063 25.96261 13.04830
H 14.68788 23.78536 16.46322
H 13.33517 24.36104 15.35459
H 13.42408 24.75462 17.13756
H 16.29548 26.49383 14.92035
H 16.52755 24.90370 15.46995
H 14.84566 24.06004 13.55232
H 16.35841 24.66846 11.68568
H 17.09184 24.05212 13.11239
H 17.43332 25.64071 12.67029
H 14.69139 26.90054 13.16131
H 13.57822 26.03913 13.77836
N 19.50576 24.85867 15.42007
C 18.95739 23.59236 15.45458
N 18.28184 23.32320 16.61112
O 19.04895 22.71515 14.58889
H 19.26156 25.45545 16.18559
H 20.18430 25.18245 14.75120
H 18.13678 24.03365 17.30039
H 17.74857 22.47390 16.56763
N 16.67290 24.84155 8.84234
C 17.74130 25.64694 9.06108
N 18.21832 26.27697 7.96005
O 18.24520 25.73306 10.17381
H 16.39146 24.20219 9.55853
H 16.14295 24.90042 7.99609
H 17.73051 26.24054 7.08518
H 18.96918 26.94084 7.98485
N 18.62395 20.31827 9.22077
C 18.37673 21.64544 9.01089
N 19.41340 22.36798 8.54907
O 17.28547 22.17631 9.25459
H 19.28352 20.04124 8.50074
H 17.91618 19.64084 9.43005
H 19.34221 23.37258 8.49859
H 20.34064 21.98002 8.65437
O 20.22937 23.33918 11.61514
H 19.68116 23.08873 12.38176
H 19.65212 23.22229 10.84357
O 21.95201 24.15069 9.61020
H 21.46450 23.71627 10.36388
H 22.80232 24.40885 9.98222
```

Computed properties:
E_LUMO = 0.50 eV
SMILES = COC[C@H](C)N.COC[C@H](C)N.COC[C@H](C)N.COC[C@H](C)N.NC(N)=O.NC(N)=O.NC(N)=O.O.O
multiplicity = 1
strongest force on any atom = 0.0672 Eh/bohr
energy above the lowest of the compared OMol25 structures with the same formula, charge and spin = 0.0 kJ/mol

3.
DFT (ωB97M-V/def2-TZVPD) results for a 11-piece molecular cluster, C19H60N14O11 overall in a non-equilibrium geometry.

XYZ file:
```
104
C19H60N14O11 (ωB97M-V/def2-TZVPD)
C 2.73494 -0.53953 -2.31026
O 1.96737 0.15808 -1.71742
N 3.76188 -1.12421 -1.76997
N 2.68446 -0.81089 -3.58745
H 4.51456 -1.36692 -2.39819
H 3.79332 -1.10594 -0.76063
H 1.98149 -0.32776 -4.12830
H 3.34899 -1.45243 -3.99602
C 2.79534 -4.37597 0.64707
O 3.96934 -4.18483 0.81124
N 1.87773 -3.46379 0.55448
N 2.25907 -5.52361 0.39881
H 2.23006 -2.52153 0.64457
H 0.91130 -3.65775 0.33434
H 1.26024 -5.48537 0.25400
H 2.71856 -6.39794 0.60979
C 3.93254 -0.50557 1.99501
O 3.39385 -1.01329 1.02636
N 3.29001 0.08346 3.01122
N 5.21485 -0.57268 2.18031
H 2.28195 0.14589 3.00955
H 3.79933 0.34792 3.84234
H 5.57997 -1.13870 1.42771
H 5.74150 0.02164 2.80441
C -1.16093 3.45523 4.38803
O -2.03107 2.94368 5.06348
N -0.34558 2.77438 3.65340
N -0.99618 4.77879 4.34167
H 0.41198 3.26142 3.19623
H -0.32384 1.78828 3.87068
H -0.40511 5.24367 3.66743
H -1.76194 5.21715 4.83317
C -1.69895 -4.69165 -0.23575
O -0.62193 -4.59758 0.28645
N -2.61417 -3.83444 -0.05293
N -2.06534 -5.71273 -1.01166
H -3.40173 -3.79907 -0.68428
H -2.32922 -2.93349 0.30373
H -1.38798 -6.43876 -1.19652
H -3.02406 -5.73729 -1.32845
C -0.92991 -0.30444 -0.05373
O -2.06010 -0.46698 0.40706
N -0.56990 -0.35999 -1.28026
N 0.12715 -0.17908 0.72542
H 0.38305 -0.15535 -1.54503
H -1.23609 -0.36299 -2.03940
H -0.02086 -0.25301 1.72178
H 1.05497 -0.15973 0.32684
C -2.36729 1.77162 -3.24945
O -2.25738 0.62839 -3.67920
N -3.23047 2.60924 -3.64592
N -1.54697 2.16901 -2.32278
H -3.76096 2.39559 -4.47840
H -3.34932 3.55005 -3.29830
H -1.63307 3.13067 -2.02631
H -1.00883 1.49801 -1.79336
C 1.24876 -2.38788 4.70911
C 0.47942 -1.91740 3.46655
C -0.80369 -2.76779 3.25509
O 0.11024 -0.56150 3.72901
H 0.62242 -2.58394 5.57937
H 2.14188 -1.79145 4.89547
H 1.59529 -3.41318 4.57964
H 1.17021 -1.84262 2.62671
H -0.72635 -3.81933 2.97867
H -1.48894 -2.21902 2.60904
H -1.42173 -2.81577 4.15165
H -0.51691 -0.55280 4.45579
C 3.16518 2.64670 0.79795
C 2.42627 3.97295 0.66277
C 1.83489 4.19226 -0.71863
O 1.40849 3.93479 1.57121
H 2.84135 1.73149 0.30234
H 3.32759 2.43436 1.85467
H 4.16398 2.79236 0.38652
H 3.00588 4.87467 0.86043
H 1.31833 5.14076 -0.86568
H 1.25261 3.34463 -1.07997
H 2.68391 4.09837 -1.39573
H 1.13881 4.85500 1.52552
C -4.14681 1.04375 3.23181
C -4.42770 1.88599 1.96534
C -4.72724 3.36096 2.23072
O -3.34135 1.79880 0.98388
H -5.11041 0.98244 3.73758
H -3.46556 1.52606 3.93280
H -3.66500 0.09640 2.98995
H -5.29278 1.39050 1.52462
H -5.50019 3.60899 2.95813
H -5.10617 3.85868 1.33809
H -3.88822 3.91225 2.65525
H -3.02694 0.89296 0.93714
C -1.72716 0.56850 -7.14884
C -0.79722 -0.59802 -6.78652
C 0.13049 -1.09552 -7.89590
O -0.00780 -0.22040 -5.66334
H -2.28070 0.27486 -8.04073
H -1.21152 1.52130 -7.26884
H -2.45786 0.58801 -6.34027
H -1.40216 -1.47213 -6.54558
H 0.75694 -1.94485 -7.62332
H 0.78653 -0.26200 -8.14679
H -0.38055 -1.38247 -8.81493
H -0.56912 -0.09758 -4.89429
```

Computed properties:
E_LUMO (spin up / spin down) = -2.13 / -7.98 eV
expectation value of S² = 0.760
charge = +1
multiplicity = 2
strongest force on any atom = 0.1220 Eh/bohr
energy above the lowest of the compared OMol25 structures with the same formula, charge and spin = 0.0 kJ/mol

Number 1 is which compound?
C19H60N10O11

Which value of energy above the lowest of the compared OMol25 structures with the same formula, charge and spin does entry 3 give?
0.0 kJ/mol